# 1
DFT (the ωB97M-V functional and the def2-TZVPD basis) results for C26H48Cl3InN6O3Si as an isolated structure.

Structure (ORCA input):
```
! RIJCOSX wB97M-V def2-TZVPD def2/J DEFGRID3
* xyz 0 1
Cl -1.734 -1.025 -2.823
H -1.813 1.485 -4.745
H -1.634 1.607 3.300
C -0.363 -4.640 2.070
C -2.712 0.539 1.046
H -1.030 -2.866 -4.438
Cl 2.468 -0.354 -1.290
C 0.421 5.374 1.166
N 0.183 -2.144 0.739
C 0.501 1.946 3.176
H -0.225 -3.898 -0.401
H -1.816 3.262 -4.930
H -2.017 6.062 4.400
H 0.715 -0.594 6.167
H 1.798 2.071 -4.882
H -1.876 -2.710 0.992
H -0.168 -5.365 2.871
C 1.944 -3.921 2.144
C 0.314 -2.893 3.534
C 0.684 4.188 -3.104
H -2.683 0.202 2.107
C 1.251 -1.648 1.690
H 0.579 0.773 -5.012
H 2.848 -3.762 1.540
H -1.485 -0.033 5.152
O 0.835 -2.732 -2.529
N -3.367 1.704 0.891
C -0.657 1.340 3.708
H -4.835 2.908 1.767
H -0.105 -4.407 -4.482
H 1.499 5.190 1.082
C 1.108 1.429 -4.307
H 2.661 1.996 3.304
C -1.726 2.438 -4.200
Cl -0.205 1.626 -1.233
H 2.137 -4.638 2.951
H -1.292 -1.425 2.104
H 2.605 -3.426 -5.978
H -2.747 3.139 -0.527
H -0.400 -3.505 -5.994
N 1.535 -2.634 2.751
H 1.123 4.530 -4.058
H 1.514 -3.377 -0.387
H 0.888 -0.721 2.167
H -3.215 3.103 2.474
H 2.155 -1.439 1.105
N 1.031 -2.666 -4.785
C 0.600 -3.496 0.210
H -4.151 1.628 2.820
C 1.487 -2.411 -3.560
H -1.859 6.406 2.667
H 1.484 4.132 -2.352
N -0.786 -3.359 2.672
H 0.539 -3.686 4.263
C -0.211 -3.409 -4.924
C 0.488 2.903 2.053
H -4.494 2.830 -0.423
C -1.034 -2.368 1.611
In 0.096 -0.882 -1.302
H 0.277 6.367 1.590
H 1.357 2.872 1.388
H -2.571 2.502 -3.501
C -0.728 4.733 3.353
H 2.811 0.375 5.195
C 1.836 0.657 4.784
C -0.142 4.354 2.141
C 1.756 1.549 3.716
C 1.909 -2.573 -5.940
H 2.491 -1.641 -5.902
H -0.023 5.343 0.163
O -2.220 -0.139 0.131
H 1.721 0.804 -3.644
Si -0.064 2.523 -3.353
H -0.070 4.919 -2.780
H -3.410 1.610 -1.202
H 0.010 -1.978 4.058
O -0.733 3.233 1.417
H -0.548 6.831 3.782
C -1.311 6.067 3.561
H -1.166 -5.000 1.412
C 0.668 0.100 5.320
C -3.509 2.354 -0.404
C -3.924 2.377 2.051
H 1.289 -2.598 -6.840
H -0.700 4.022 4.171
H 2.454 -1.893 -3.510
C -0.570 0.428 4.757
N 0.875 -4.474 1.276
*
```

Properties
Lowest unoccupied orbital energy: -0.600 eV
Kohn-Sham gap: 2.8 eV

---

# 2
DFT (the ωB97M-V functional and the def2-TZVPD basis) results for a 11-piece molecular cluster, C26H48Cl9NO21 overall.

Structure (ORCA input):
```
! RIJCOSX wB97M-V def2-TZVPD def2/J DEFGRID3
* xyz 0 1
O -0.626 -2.538 -6.374
H -0.322 5.650 8.171
H -2.381 -2.736 -1.953
H -1.192 6.713 7.053
C -3.219 -2.938 -1.285
H -0.606 -1.376 -1.486
H 0.457 3.592 -1.484
Cl -2.507 4.460 0.811
H 4.849 -1.357 0.635
O -1.188 4.601 6.662
Cl 0.798 7.576 4.400
Cl -5.263 5.269 0.616
C 3.357 -3.338 0.212
H 2.931 -3.785 -5.216
H 2.601 3.213 -0.227
H 3.603 0.410 -2.583
O -2.143 -5.528 0.633
H -4.517 1.893 -3.611
H 2.917 -0.311 -1.114
H 0.395 0.094 -1.741
O -1.355 -3.423 0.722
O 2.495 -2.493 0.638
C 0.061 -0.651 -1.020
H 4.565 0.175 -1.179
C -1.087 3.395 7.118
O -3.010 1.869 -2.106
C -0.157 6.922 3.082
C 5.111 -2.233 1.228
H 0.922 2.848 2.255
H 1.233 -3.841 -1.199
Cl 0.748 6.175 1.756
H -1.064 0.216 -4.848
C -1.722 -2.457 -5.898
O -2.183 3.607 -3.333
H -0.491 0.761 7.061
H 0.102 -1.796 1.967
C -1.034 -0.731 -4.309
O -1.094 3.147 8.362
H 1.067 2.141 -2.433
H -4.126 -3.042 -1.880
H 0.265 3.463 -3.235
H 3.212 3.580 1.393
H 4.532 -1.979 2.115
C -0.612 1.169 6.058
C 3.784 -0.298 -1.775
Cl -1.607 -1.005 3.362
O 4.658 -3.320 0.426
H 3.712 -5.168 -4.439
O -2.874 -3.117 -6.343
H 0.908 -1.263 -0.708
N 5.567 2.279 -0.491
C -2.676 -4.092 -7.347
H -0.778 3.164 2.824
O 2.078 -1.930 -3.356
Cl -1.389 5.791 3.726
O -1.000 2.550 6.015
O -3.050 -4.041 -0.467
H 1.641 -5.502 -1.440
H 2.100 -4.473 -3.849
O -1.979 -1.730 -4.869
C 0.290 2.895 -2.305
H 0.288 1.925 3.538
H 0.250 0.991 5.416
H -1.167 -0.554 -3.241
C -0.055 -1.763 3.045
H -3.579 -4.285 -7.926
H -1.107 -5.396 2.426
C 3.215 -2.199 -3.083
H 6.201 -2.231 1.229
Cl 0.039 -3.449 3.641
H 1.155 -4.947 0.182
O -0.526 0.052 0.046
H -0.037 -1.170 -4.355
O 3.076 -4.383 -0.397
O 4.092 -1.526 -2.297
O -0.517 1.380 1.742
H -4.878 1.239 -1.978
H -1.530 -6.987 1.953
C -0.013 2.416 2.613
C -2.098 -4.260 0.322
Cl 1.145 -0.781 3.702
O -0.995 2.258 -2.033
Cl -4.342 3.953 3.040
H -1.954 -3.721 -8.075
H 3.552 4.674 -0.020
C -1.192 5.727 7.519
C -1.195 -6.033 1.546
H -4.443 3.115 1.009
H -2.321 -5.053 -6.977
H -4.831 2.936 -2.191
H -0.217 -6.122 1.075
C 0.273 0.817 0.809
O 3.826 -3.398 -3.376
C 3.091 -4.290 -4.264
O 1.497 1.110 0.549
C 3.433 3.648 0.328
C 4.618 2.862 -0.133
H -1.470 0.683 5.594
H -3.375 -2.022 -0.715
C -2.075 2.694 -2.539
H -0.673 7.757 2.608
C -4.200 4.136 1.304
H -2.027 5.740 8.220
C -4.360 2.017 -2.539
C 1.717 -4.690 -0.716
*
```

Properties
Lowest unoccupied orbital energy: 0.283 eV
Kohn-Sham gap: 10.8 eV

---

# 3
DFT (the ωB97M-V functional and the def2-TZVPD basis) results for C26H48ClLuO3PS as an isolated structure.

Structure (ORCA input):
```
! RIJCOSX wB97M-V def2-TZVPD def2/J DEFGRID3
* xyz -1 1
H -2.017 -4.829 3.737
C 3.239 1.290 4.061
H 3.557 2.313 4.322
H 2.170 -1.846 -4.571
C 1.138 -0.789 -2.998
C -2.144 0.214 -2.664
H 1.575 2.136 -2.718
H -0.216 -4.346 2.509
C -2.004 -1.436 4.307
O 1.623 -0.008 2.436
H -4.267 0.103 -2.385
C -3.510 -0.365 -3.028
C -0.468 -1.550 4.053
H -4.622 -2.220 -3.003
H 2.691 0.818 4.896
H -1.399 -2.093 -0.147
C 0.361 3.869 -3.149
H 1.200 0.162 -3.543
Cl -2.673 0.517 2.021
C 0.642 3.131 -0.295
H 0.410 1.256 5.750
O 3.066 1.752 1.456
H 1.151 5.209 -0.025
H 0.801 3.995 -4.145
H 2.729 0.156 -0.041
H -1.132 2.484 -1.321
H 0.164 -1.234 -3.243
H -2.929 -3.828 2.630
C -3.075 -2.367 -1.498
H 0.201 3.006 0.704
H 3.890 -0.333 -3.715
H -1.328 1.149 5.680
Lu -0.484 0.457 3.372
H -0.492 4.926 -0.607
H 2.094 -2.711 -3.033
H 0.776 5.871 -2.453
H -1.020 -3.193 1.597
C 2.646 0.030 -1.127
H -2.196 1.310 -2.696
C 0.510 2.407 -2.713
H -3.601 -2.938 4.716
C -2.083 -3.803 3.349
H -2.278 -0.750 5.135
H -3.752 -0.092 -4.062
H 3.766 -1.798 -1.037
C -0.759 -3.443 2.622
H -1.407 -0.093 -3.421
C -0.061 2.208 -1.313
C -0.389 1.368 5.045
H 4.738 -0.380 -1.435
H 0.002 1.764 -3.444
P -0.085 0.459 -0.623
C 0.020 -2.341 3.207
C 2.252 -1.722 -3.485
H -2.601 -1.012 3.435
S 2.199 1.371 2.548
C 1.263 -0.534 -1.492
H 1.096 -2.331 2.875
H -0.950 -2.229 -1.854
O 1.061 2.279 2.822
C -1.691 -1.798 -1.166
H 2.100 4.735 -2.211
C 0.552 4.605 -0.716
H 2.769 1.039 -1.550
C 1.008 4.841 -2.160
H -2.993 -2.368 -3.655
C 3.653 -1.220 -3.114
H -3.034 -3.461 -1.479
H -2.048 -3.255 5.438
C -1.688 -0.266 -1.279
C -2.514 -2.876 4.527
C -3.585 -1.893 -2.861
H -0.709 4.098 -3.236
H 4.392 -1.986 -3.376
H -2.394 0.121 -0.517
H -3.779 -2.053 -0.715
H 0.109 -0.818 5.082
H 4.122 0.698 3.776
H 1.161 -1.510 -0.978
H 1.701 2.845 -0.182
C 3.780 -0.875 -1.630
*
```

Properties
Lowest unoccupied orbital energy (spin up / spin down): 2.679 / 2.679 eV
Kohn-Sham gap (spin up / spin down): 5.6 / 5.6 eV

---

# 4
DFT (the ωB97M-V functional and the def2-TZVPD basis) results for a 14-piece molecular cluster, C26H48F3N9O31 overall.

Structure (ORCA input):
```
! RIJCOSX wB97M-V def2-TZVPD def2/J DEFGRID3
* xyz 0 1
C 0.936 -3.325 0.700
H -1.832 3.881 -4.532
H 0.147 -3.643 1.347
O 1.578 -5.266 -0.362
C 5.119 -0.849 1.746
H -0.881 0.454 -0.871
C 3.940 -1.146 -2.925
O -1.303 -1.356 1.236
H -3.420 2.010 5.254
N 3.773 2.353 6.144
H -1.607 4.569 -2.851
C 4.566 -0.796 3.169
H 1.503 -7.061 -2.526
H -0.593 3.096 -3.350
O -3.776 2.985 -3.003
C 3.913 -0.445 0.968
H 2.673 3.759 5.029
H -2.586 5.892 0.185
C -5.243 2.624 -0.243
O -3.845 2.708 -0.141
H 4.777 -1.619 3.778
C 0.280 -0.027 -3.971
O -2.125 1.722 -2.541
C 0.728 -4.406 -4.065
H 3.487 2.504 4.095
O -2.355 -4.094 -0.474
N -1.574 2.738 4.548
C 0.941 -6.498 -3.245
O 3.524 -2.778 -1.372
O -2.136 -5.212 1.397
C -2.573 1.678 4.647
N -2.768 -4.519 0.616
O 0.962 -3.382 -4.624
H 1.464 -2.490 1.135
C 3.287 3.924 -0.472
O 1.609 -5.376 -3.723
O -0.158 0.294 2.186
O -4.566 -1.085 -0.932
H 3.875 4.797 -0.827
H 0.900 -0.738 -4.492
C -3.991 -3.864 1.217
O 1.382 1.507 -2.645
H -0.402 2.467 0.090
C 0.378 1.651 0.278
H -0.502 -5.711 -1.769
H 5.469 -1.844 1.375
H -6.420 1.575 1.265
H 2.622 -1.632 3.434
C -1.920 5.609 1.029
N -2.560 2.715 -3.015
H -1.243 -2.314 -2.892
H -2.943 1.496 3.671
O -0.518 4.983 -0.705
H -0.012 2.265 2.394
H -1.104 -6.635 -3.275
O 4.967 4.087 1.205
C -3.515 2.369 1.130
C -5.505 1.525 0.734
O -2.812 -1.088 -2.339
H -1.931 6.514 1.709
H 1.296 1.913 -0.194
H 3.748 -1.636 -3.919
O 1.406 1.771 -4.783
O 3.335 2.296 7.258
H -5.369 0.564 0.260
H -4.914 -4.173 0.853
O -0.519 -4.805 -3.674
C 2.852 2.683 5.019
C -3.955 -1.581 -1.842
H -2.631 -4.075 -2.713
F -5.726 3.867 0.157
C 0.524 1.493 1.775
N 3.960 3.459 0.835
H 2.552 0.123 3.496
H -3.865 -2.823 0.886
H 0.731 -0.318 -0.557
N -0.650 5.086 0.505
O 4.921 2.062 5.856
O 2.780 -0.614 1.687
F 0.858 -7.323 -4.343
O -4.323 -2.767 -2.393
H -0.015 -0.302 -2.987
H -5.576 2.517 -1.221
C -1.564 3.687 -3.477
O -4.525 1.748 1.725
F -2.174 -1.449 -4.444
H 4.976 -1.263 -2.652
H 3.327 3.136 -1.203
H -3.896 -3.995 2.253
O -2.471 2.641 1.643
C 3.060 -0.732 3.079
H 3.610 -0.098 -3.010
O 1.842 -1.603 -2.058
H 2.170 4.121 -0.369
H -3.540 -3.572 -4.207
C -0.393 -5.986 -2.840
H 1.519 1.540 2.235
H -0.582 0.080 -4.617
N 1.895 -4.440 0.491
H 0.528 -3.012 -0.240
O -1.917 3.775 4.089
H -2.101 0.780 5.111
O 0.221 4.780 1.361
H 6.037 -0.265 1.545
O -0.409 2.408 4.719
H -2.331 4.835 1.671
C -0.618 -0.380 1.105
H 5.007 0.071 3.612
N 3.029 -1.862 -2.020
H 2.022 2.018 5.088
N 1.039 1.224 -3.786
C -2.241 -2.047 -3.215
O 2.925 -4.424 1.103
O 3.795 -0.119 -0.173
O 3.525 2.421 1.348
C -0.043 0.305 -0.182
C -3.214 -3.295 -3.176
*
```

Properties
Lowest unoccupied orbital energy: -0.307 eV
Kohn-Sham gap: 9.7 eV

---

Max |F| (computed, eV Å⁻¹): 2.5, 6.5, 6.9, 3.2
Energy above the lowest of the compared OMol25 structures with the same formula, charge and spin (computed, kJ/mol): 536.3, 342.9, 338.5, 0.0